{"formula": "C17H33BrGeN2O5SbSe4Ti", "method": "ωB97M-V/def2-TZVPD", "symbols": ["Ti", "C", "O", "C", "C", "O", "C", "C", "O", "C", "H", "H", "H", "H", "H", "H", "H", "H", "H", "H", "H", "H", "H", "H", "Se", "Sb", "Se", "Se", "Se", "N", "N", "H", "H", "H", "H", "Br", "C", "C", "C", "C", "C", "C", "C", "O", "O", "H", "H", "H", "H", "C", "Ge", "C", "C", "C", "H", "H", "H", "H", "H", "H", "H", "H", "H", "H", "H"], "xyz": [[-0.586, -0.432, -0.145], [-4.476, -0.077, 0.154], [-3.258, -0.381, 0.803], [-3.418, -0.331, 2.198], [-2.130, -0.692, 2.870], [-1.048, 0.127, 2.390], [-0.023, 0.125, 3.388], [1.388, 0.212, 2.883], [1.640, 1.503, 2.357], [3.000, 1.689, 2.058], [-5.191, -0.894, 0.295], [-4.892, 0.858, 0.551], [-4.277, 0.053, -0.906], [-3.737, 0.684, 2.484], [-4.173, -1.057, 2.525], [-2.260, -0.525, 3.944], [-1.880, -1.738, 2.715], [-0.206, 0.971, 4.064], [-0.098, -0.803, 3.961], [2.044, 0.039, 3.750], [1.587, -0.568, 2.145], [3.616, 1.588, 2.964], [3.350, 0.970, 1.312], [3.114, 2.698, 1.663], [-0.877, -6.563, 0.043], [-2.121, -4.578, 0.704], [-0.215, -2.774, 0.685], [-3.045, -4.611, 2.973], [-3.838, -3.905, -0.936], [-2.327, -0.711, -2.792], [-1.963, -1.384, -1.570], [-2.505, -1.418, -3.500], [-1.501, -0.199, -3.084], [-1.398, -2.211, -1.778], [-2.809, -1.816, -1.172], [4.497, -2.057, -5.572], [4.040, -2.213, -3.730], [4.753, -3.094, -2.934], [4.418, -3.208, -1.591], [3.402, -2.435, -1.053], [2.701, -1.560, -1.872], [3.002, -1.454, -3.224], [1.574, -0.773, -1.293], [1.604, -0.444, -0.080], [0.557, -0.512, -1.998], [5.545, -3.692, -3.363], [4.946, -3.918, -0.967], [3.106, -2.528, -0.016], [2.425, -0.792, -3.853], [-0.967, 4.609, -1.609], [-0.188, 3.174, -0.481], [1.579, 2.837, -1.288], [0.051, 3.976, 1.307], [-1.301, 1.607, -0.430], [-0.282, 5.457, -1.696], [-1.908, 4.965, -1.184], [-1.172, 4.226, -2.611], [2.228, 3.713, -1.212], [1.456, 2.588, -2.345], [2.061, 1.993, -0.796], [-0.412, 4.965, 1.347], [1.106, 4.077, 1.562], [-0.409, 3.335, 2.058], [-1.826, 1.529, -1.392], [-2.074, 1.778, 0.326]], "lowdin_charge": [0.740, -0.108, -0.266, -0.206, -0.215, -0.206, -0.180, -0.209, -0.196, -0.120, 0.085, 0.086, 0.077, 0.128, 0.133, 0.130, 0.030, 0.135, 0.132, 0.129, 0.095, 0.083, 0.083, 0.078, -0.371, -0.349, 0.142, -0.345, -0.201, -0.015, -0.211, 0.069, 0.046, 0.029, -0.098, 0.686, -0.677, -0.137, -0.061, 0.002, -0.110, -0.059, -0.643, -0.139, -0.073, 0.093, 0.106, 0.115, 0.115, -0.249, 0.737, -0.219, -0.218, -0.384, 0.000, 0.003, 0.004, 0.010, 0.014, -0.010, 0.003, -0.004, 0.006, -0.020, -0.020], "total_charge": -2, "e_above_lowest_ev": 0.735, "orbital_gap_ev": [4.68, 4.68], "s2": 0.76, "spin_multiplicity": 2, "e_homo_ev": [-1.2, -1.2]}

=====

{"formula": "C5H8N", "method": "ωB97M-V/def2-TZVPD", "symbols": ["C", "C", "C", "C", "C", "N", "H", "H", "H", "H", "H", "H", "H", "H"], "xyz": [[0.222, -0.570, -0.413], [0.223, 0.219, 0.690], [-1.622, 1.540, -1.106], [0.623, -1.773, -1.103], [0.325, 0.507, 2.068], [-0.051, 0.845, -0.490], [-1.704, 2.540, -0.949], [-1.622, 1.228, -2.167], [1.561, -1.575, -1.479], [-0.083, -1.981, -2.005], [0.799, -2.534, -0.427], [0.018, -0.431, 2.642], [-0.011, 1.434, 2.328], [1.321, 0.550, 2.410]], "lowdin_charge": [-0.054, -0.156, 0.293, 0.032, 0.035, 0.154, -0.008, 0.052, 0.083, 0.156, 0.079, 0.157, 0.076, 0.103], "total_charge": 1, "e_above_lowest_ev": 7.130, "smiles": "C=[N+]1C(C)=C1C", "orbital_gap_ev": [8.76, 7.82], "e_homo_ev": [-14.7, -13.3]}

=====

{"formula": "C7H15BaN2Se", "method": "ωB97M-V/def2-TZVPD", "symbols": ["C", "Ba", "N", "N", "H", "H", "H", "H", "H", "H", "H", "H", "H", "H", "Se", "C", "C", "C", "C", "C", "C", "H", "H", "H", "H", "H"], "xyz": [[-1.106, -2.601, -2.139], [-0.885, -1.122, -0.389], [-1.515, 1.411, 0.905], [-2.658, 0.197, -2.032], [-0.824, 2.085, 0.568], [-2.186, -2.218, -1.174], [-0.407, -3.329, -1.683], [-0.564, -1.775, -2.671], [-1.686, -3.131, -2.892], [-2.292, 1.121, -2.271], [-3.588, 0.327, -1.628], [-2.786, -0.314, -2.909], [-2.435, 1.815, 0.726], [-1.397, 1.391, 1.921], [1.871, -0.490, -1.749], [2.017, 0.092, 0.020], [2.306, -0.811, 1.075], [2.301, -0.378, 2.397], [2.027, 0.964, 2.709], [1.757, 1.869, 1.670], [1.774, 1.451, 0.347], [2.539, -1.852, 0.824], [2.531, -1.087, 3.198], [2.049, 1.307, 3.745], [1.557, 2.920, 1.905], [1.600, 2.157, -0.472]], "lowdin_charge": [-0.565, 0.808, -0.081, -0.122, 0.001, -0.161, -0.019, -0.079, -0.004, 0.007, 0.000, 0.014, 0.008, 0.018, 0.399, -0.883, -0.204, -0.122, -0.126, -0.143, -0.203, 0.088, 0.096, 0.087, 0.097, 0.088], "total_charge": -1, "e_above_lowest_ev": 2.380, "orbital_gap_ev": [2.85, 2.82], "e_homo_ev": [-0.5, -0.5]}

=====

{"formula": "C44H37As2BiN5O4", "method": "ωB97M-V/def2-TZVPD", "symbols": ["Bi", "O", "C", "N", "C", "O", "C", "C", "C", "C", "C", "N", "C", "C", "C", "C", "C", "N", "H", "H", "H", "H", "H", "H", "H", "H", "O", "N", "N", "O", "C", "C", "C", "C", "C", "C", "H", "H", "H", "H", "H", "C", "C", "As", "C", "C", "C", "C", "C", "C", "C", "C", "C", "C", "C", "C", "As", "C", "C", "C", "C", "C", "C", "C", "C", "C", "C", "C", "C", "H", "H", "H", "H", "H", "H", "H", "H", "H", "H", "H", "H", "H", "H", "H", "H", "H", "H", "H", "H", "H", "H", "H", "H"], "xyz": [[-0.397, 1.405, 0.714], [-4.296, 0.835, 2.391], [-3.215, 1.303, 2.152], [-2.642, 1.516, 0.897], [-3.421, 1.520, -0.254], [-4.514, 1.041, -0.409], [-2.789, 2.321, -1.385], [-3.606, 3.013, -2.261], [-3.011, 3.770, -3.257], [-1.627, 3.792, -3.360], [-0.883, 3.062, -2.452], [-1.454, 2.339, -1.482], [-2.362, 1.842, 3.293], [-2.939, 2.054, 4.529], [-2.149, 2.565, 5.548], [-0.811, 2.829, 5.306], [-0.307, 2.585, 4.040], [-1.074, 2.112, 3.055], [-4.679, 2.944, -2.144], [-3.621, 4.344, -3.943], [-1.129, 4.364, -4.131], [0.201, 3.042, -2.503], [-3.984, 1.815, 4.666], [-2.576, 2.754, 6.525], [-0.162, 3.214, 6.081], [0.736, 2.759, 3.802], [1.439, 0.225, 1.790], [1.182, -0.463, 2.838], [-0.046, -0.766, 2.940], [-0.941, -0.400, 2.051], [-0.521, -1.567, 4.051], [-1.819, -2.044, 3.984], [-2.292, -2.830, 5.026], [-1.478, -3.125, 6.108], [-0.180, -2.630, 6.156], [0.311, -1.845, 5.127], [-2.437, -1.807, 3.129], [-3.305, -3.211, 4.984], [-1.852, -3.743, 6.915], [0.454, -2.853, 7.005], [1.319, -1.454, 5.150], [1.102, -1.440, -1.282], [1.684, -0.364, -2.211], [2.469, 1.121, -1.172], [3.073, 2.259, -2.631], [2.739, 2.061, -3.966], [3.200, 2.940, -4.942], [3.988, 4.023, -4.587], [4.320, 4.233, -3.252], [3.860, 3.358, -2.280], [4.153, 0.229, -0.765], [4.986, -0.200, -1.797], [6.166, -0.866, -1.507], [6.525, -1.106, -0.184], [5.704, -0.671, 0.845], [4.518, -0.002, 0.557], [-0.743, -0.969, -0.823], [-1.512, -1.353, -2.573], [-2.015, -0.370, -3.417], [-2.513, -0.714, -4.669], [-2.507, -2.037, -5.078], [-2.004, -3.021, -4.235], [-1.509, -2.684, -2.986], [-1.372, -2.494, 0.176], [-0.489, -3.310, 0.872], [-0.978, -4.395, 1.590], [-2.342, -4.654, 1.615], [-3.222, -3.827, 0.927], [-2.740, -2.743, 0.208], [1.694, -1.554, -0.372], [1.054, -2.406, -1.779], [0.915, 0.018, -2.886], [2.475, -0.782, -2.830], [2.127, 1.217, -4.261], [2.946, 2.772, -5.981], [4.348, 4.704, -5.348], [4.935, 5.079, -2.972], [4.126, 3.519, -1.242], [4.726, 0.005, -2.829], [6.811, -1.193, -2.313], [7.448, -1.625, 0.040], [5.982, -0.851, 1.876], [3.872, 0.331, 1.361], [-2.028, 0.661, -3.116], [-2.908, 0.056, -5.320], [-2.897, -2.305, -6.052], [-2.003, -4.058, -4.547], [-1.135, -3.461, -2.331], [0.575, -3.109, 0.866], [-0.291, -5.033, 2.131], [-2.720, -5.502, 2.172], [-4.286, -4.025, 0.950], [-3.430, -2.093, -0.319]], "lowdin_charge": [1.688, 0.131, -0.444, -0.070, -0.461, 0.128, -0.233, 0.018, -0.023, -0.032, -0.122, -0.060, -0.201, 0.025, -0.022, -0.034, -0.112, -0.032, 0.131, 0.120, 0.116, 0.097, 0.129, 0.120, 0.115, 0.119, -0.379, 0.014, -0.193, -0.339, -0.162, -0.014, -0.058, -0.071, -0.068, -0.017, 0.112, 0.113, 0.109, 0.110, 0.110, -0.407, -0.439, 1.243, -0.431, -0.121, -0.080, -0.080, -0.076, -0.121, -0.392, -0.109, -0.074, -0.078, -0.078, -0.115, 1.260, -0.357, -0.095, -0.066, -0.068, -0.061, -0.102, -0.401, -0.108, -0.071, -0.076, -0.065, -0.099, 0.053, 0.077, 0.043, 0.071, 0.089, 0.106, 0.107, 0.108, 0.100, 0.101, 0.108, 0.107, 0.106, 0.076, 0.066, 0.109, 0.110, 0.112, 0.106, 0.101, 0.113, 0.110, 0.113, 0.113], "total_charge": 1, "e_above_lowest_ev": 0.174, "orbital_gap_ev": 7.89, "e_homo_ev": -10.8}

=====

What is the formula in the fourth record?
C44H37As2BiN5O4